C61H69N10OP2Si2Y | ωB97M-V with the def2-TZVPD basis set

Each line ends with the Löwdin charge.
Cartesian coordinates (Å):
Y 0.329169 0.095624 -0.549128  1.4698
C 1.158061 3.359767 2.895092  -0.1665
Si -0.392826 3.329753 1.816043  0.3502
C -0.206833 4.713215 0.533016  -0.1756
C -1.713715 3.931016 3.028201  -0.1824
N -0.720933 1.773017 1.139736  -0.3023
P -2.160478 1.130617 0.769717  0.6313
C -1.955918 -0.356462 0.001194  -0.5497
P -1.857191 -1.802060 0.847174  0.6202
N -0.461404 -2.048272 1.590750  -0.2559
Si 0.192433 -3.421394 2.362961  0.3050
C 1.885683 -3.929877 1.663919  -0.1704
C -0.817036 -5.012515 2.299550  -0.1647
C 0.575280 -3.084656 4.177181  -0.1724
C -2.045217 -3.244632 -0.331887  -0.2546
C -3.245182 -3.872044 -0.663106  -0.0722
C -3.281071 -4.985894 -1.496896  -0.0828
C -2.111176 -5.508306 -2.024803  -0.1053
C -0.904150 -4.895332 -1.714477  -0.1019
C -0.885234 -3.787100 -0.882951  -0.1497
C -3.310876 -2.072071 1.934288  -0.2768
C -3.160505 -2.537993 3.234033  -0.0935
C -4.266339 -2.793612 4.035464  -0.0798
C -5.543557 -2.580976 3.541559  -0.0902
C -5.709034 -2.078599 2.256563  -0.0855
C -4.600955 -1.814505 1.468117  -0.1182
C -3.138769 2.185044 -0.377332  -0.2844
C -3.356406 3.543236 -0.155112  -0.0854
C -4.168090 4.285385 -0.999757  -0.0757
C -4.794970 3.673681 -2.077662  -0.0933
C -4.600339 2.320050 -2.302336  -0.0898
C -3.777883 1.584877 -1.457787  -0.1167
C -3.283355 1.124913 2.221270  -0.2761
C -2.775940 0.897765 3.496355  -0.1045
C -3.605097 0.873049 4.607284  -0.0789
C -4.967380 1.087732 4.457689  -0.0859
C -5.489333 1.318550 3.193256  -0.0822
C -4.654622 1.334460 2.085140  -0.0830
H 1.739352 4.267268 2.703264  0.0310
H 0.858772 3.379158 3.946884  0.0300
H 1.816538 2.503477 2.776413  -0.0067
H 0.815170 5.105227 0.512401  0.0184
H -0.471884 4.392108 -0.475089  0.0061
H -0.862745 5.550876 0.791028  0.0312
H -1.458851 4.969994 3.272023  0.0364
H -2.747329 3.912103 2.677786  0.0180
H -1.682521 3.362633 3.960996  0.0219
H 1.840088 -4.299280 0.632403  0.0195
H 2.621835 -3.120987 1.734089  0.0096
H 2.271867 -4.758569 2.266886  0.0368
H -0.911509 -5.412805 1.287972  0.0186
H -0.295627 -5.761440 2.907092  0.0297
H -1.824423 -4.903356 2.704953  0.0216
H 1.471792 -2.465540 4.278934  0.0132
H -0.231812 -2.557805 4.693977  0.0198
H 0.758781 -4.023979 4.709742  0.0293
H -4.177263 -3.518474 -0.256105  0.0880
H -4.233306 -5.453375 -1.716434  0.1020
H -2.137935 -6.386369 -2.658558  0.1002
H 0.026282 -5.295544 -2.103235  0.1024
H 0.066375 -3.343686 -0.630134  0.0563
H -2.163529 -2.687571 3.633492  0.0667
H -4.126647 -3.153651 5.048048  0.1028
H -6.408230 -2.780606 4.162532  0.0996
H -6.702911 -1.873012 1.877085  0.1043
H -4.728360 -1.369087 0.487211  0.1073
H -2.900709 4.040029 0.691169  0.0666
H -4.317034 5.341818 -0.811595  0.1017
H -5.434131 4.250859 -2.734871  0.0977
H -5.086611 1.831158 -3.139105  0.0996
H -3.610541 0.526007 -1.616612  0.0761
H -1.714512 0.743900 3.628220  0.0804
H -3.184620 0.688797 5.589240  0.1041
H -5.621159 1.074436 5.321513  0.1006
H -6.552386 1.485376 3.065022  0.1034
H -5.077278 1.515828 1.104774  0.1065
C 2.545651 -2.423193 -2.122431  -0.1297
N 2.307228 -1.757937 -0.848391  -0.0818
C 3.555868 -1.227706 -0.295713  -0.1123
C 3.237505 -0.677488 1.047140  -0.3435
N 2.031574 -0.296975 1.360692  0.0963
C 2.076962 -0.011513 2.723177  -0.2411
C 1.058133 0.375046 3.583028  -0.0582
C 1.382631 0.571183 4.907962  -0.0782
C 2.692738 0.378403 5.377458  -0.0790
C 3.713499 -0.021030 4.535479  -0.0173
C 3.371539 -0.213257 3.200093  -0.1850
N 4.096810 -0.646584 2.097210  0.1912
C 2.810043 -1.430501 -3.206219  -0.3197
N 2.419933 -0.193291 -3.180540  0.1640
C 2.783431 0.326645 -4.422769  -0.2489
C 2.538680 1.588377 -4.964690  -0.0030
C 2.997733 1.828994 -6.246053  -0.0773
C 3.677640 0.845672 -6.981475  -0.0913
C 3.906552 -0.416660 -6.465556  -0.0224
C 3.438744 -0.652747 -5.177553  -0.1943
N 3.451717 -1.773659 -4.364471  0.1768
H 1.650658 -2.989808 -2.383669  0.1141
H 3.383758 -3.130584 -2.061040  0.1306
H 1.924195 -2.431949 -0.193012  0.0520
H 3.939773 -0.453161 -0.961807  0.1094
H 4.325860 -2.004767 -0.200613  0.1348
H 0.068376 0.510508 3.181429  0.0663
H 0.612323 0.873074 5.607539  0.1095
H 2.906686 0.538551 6.426883  0.1027
H 4.720445 -0.179461 4.900407  0.1076
H 5.064061 -0.914679 2.072139  0.1664
H 1.986122 2.335140 -4.405814  0.1020
H 2.821972 2.796142 -6.699072  0.1036
H 4.020705 1.077529 -7.982104  0.1013
H 4.416052 -1.179534 -7.041196  0.1080
H 3.815572 -2.682090 -4.589884  0.1614
C 3.031241 2.517421 0.164594  -0.1811
N 1.927376 2.128174 -0.696264  -0.0265
C 1.426970 3.026989 -1.466582  -0.1518
C 0.343279 2.759979 -2.348970  -0.3830
C -0.245563 3.614396 -3.281790  -0.0646
C -1.233565 2.856512 -3.919783  -0.0890
C -1.195348 1.595147 -3.324202  -0.1942
N -0.236867 1.515434 -2.383345  -0.0334
C 4.408992 2.298155 -0.428564  -0.2019
C 4.601827 1.926766 -1.750562  -0.0539
C 5.882683 1.710100 -2.249530  -0.0756
C 6.987441 1.868116 -1.428492  -0.0978
C 6.803950 2.253691 -0.103733  -0.0910
C 5.527073 2.467421 0.389287  -0.0502
H 2.968463 1.919675 1.072005  0.0805
H 2.941439 3.561798 0.484264  0.1219
H 1.783519 4.061298 -1.460989  0.1382
H 0.012746 4.650294 -3.452541  0.1033
H -1.920067 3.180441 -4.687318  0.0877
H -1.861091 0.762887 -3.503974  0.0946
H 3.743187 1.801032 -2.390137  0.0751
H 6.006521 1.426057 -3.288754  0.1030
H 7.985934 1.705985 -1.814998  0.0984
H 7.660826 2.390999 0.544716  0.0997
H 5.390489 2.766090 1.424238  0.1170
C -2.032374 -2.334919 -3.658621  0.0241
C -0.739115 -1.586987 -3.508980  -0.5438
N -0.159775 -1.121082 -4.632421  0.2124
O -0.214579 -1.428759 -2.408503  -0.1019
H -2.617682 -1.966824 -4.501855  0.0878
H -2.594202 -2.235539 -2.732635  0.0795
H -1.824876 -3.395342 -3.813481  0.0852
H -0.684895 -1.110491 -5.488504  0.1151
H 0.573078 -0.432965 -4.525838  0.0804

Force components x, y, z for each atom (eV/Å):
Y 0.2 0.0 0.3
C 0.1 0.1 0.0
Si -0.2 -0.1 0.0
C 0.0 0.0 0.0
C 0.0 0.1 0.1
N 0.1 0.1 -0.4
P -0.4 -0.2 -0.2
C -0.1 -0.1 0.0
P 0.0 -0.2 -0.1
N 0.1 -0.2 -0.2
Si 0.0 0.2 0.0
C 0.0 0.0 0.0
C 0.1 -0.1 0.0
C 0.0 0.0 0.1
C 0.0 -0.1 0.1
C 0.1 0.0 0.0
C 0.0 0.0 0.0
C 0.0 0.0 0.0
C 0.0 0.0 0.1
C 0.1 -0.1 0.0
C 0.0 0.0 0.0
C 0.1 -0.1 0.0
C 0.0 0.0 0.0
C 0.0 0.0 0.0
C 0.0 0.0 0.0
C 0.0 0.0 0.0
C -0.1 0.0 0.0
C 0.1 0.1 0.0
C 0.0 0.0 0.0
C 0.0 0.0 0.0
C 0.0 0.0 0.0
C 0.0 0.0 0.0
C 0.1 0.2 0.1
C 0.0 -0.1 0.0
C 0.0 0.0 0.0
C 0.0 0.0 0.0
C 0.0 0.0 0.0
C 0.0 0.0 0.0
H -0.1 0.0 0.0
H 0.0 0.0 0.0
H 0.0 0.2 -0.1
H 0.0 0.0 0.0
H -0.1 0.0 0.1
H 0.0 0.0 0.0
H 0.0 0.0 0.0
H 0.1 0.0 0.0
H 0.0 0.0 0.0
H 0.0 0.0 0.0
H 0.0 -0.1 0.0
H 0.0 0.0 0.0
H 0.0 0.0 0.0
H 0.0 0.0 0.0
H 0.0 0.0 0.0
H 0.0 0.0 0.0
H 0.0 0.0 0.0
H 0.0 0.0 0.0
H -0.1 0.1 0.1
H 0.0 0.0 0.0
H 0.0 0.0 0.0
H 0.0 0.0 0.0
H 0.0 0.0 0.1
H -0.1 0.0 0.0
H 0.0 0.0 0.0
H 0.0 0.0 0.0
H 0.0 0.0 0.0
H 0.0 0.0 0.0
H 0.0 0.0 -0.1
H 0.0 0.0 0.0
H 0.0 0.0 0.0
H 0.0 0.0 0.0
H 0.0 0.0 0.0
H 0.0 0.0 0.0
H 0.0 0.0 0.0
H 0.0 0.0 0.0
H 0.0 0.0 0.0
H 0.0 0.0 0.0
C 0.0 -0.1 0.0
N 0.1 0.2 -0.3
C 0.0 0.0 0.0
C -0.1 -0.1 0.0
N 0.0 0.1 0.0
C 0.0 -0.1 0.0
C 0.0 -0.2 0.1
C 0.0 -0.1 0.0
C 0.0 0.0 0.0
C 0.0 0.0 0.0
C 0.1 -0.1 0.0
N -0.1 0.1 0.0
C 0.1 0.0 0.0
N 0.0 0.0 0.0
C 0.0 0.1 0.1
C 0.0 0.0 0.0
C 0.0 0.0 0.0
C 0.0 0.0 0.0
C 0.0 0.0 0.0
C 0.0 -0.1 0.0
N 0.0 0.0 0.0
H 0.0 0.0 0.0
H 0.0 0.0 0.0
H 0.0 0.0 0.1
H 0.0 0.0 0.0
H 0.0 0.0 0.0
H 0.0 0.0 0.0
H 0.0 0.0 0.0
H 0.0 0.0 0.0
H 0.0 0.0 0.0
H 0.0 0.0 0.0
H 0.0 0.0 0.0
H 0.0 0.0 0.0
H 0.0 0.0 0.0
H 0.0 0.0 0.0
H 0.0 0.0 0.0
C 0.0 0.0 0.0
N 0.0 -0.2 0.1
C -0.1 0.1 -0.1
C 0.2 0.0 -0.1
C 0.0 0.0 -0.1
C 0.0 0.0 0.0
C 0.0 0.0 0.1
N -0.1 0.2 0.1
C 0.0 0.0 0.0
C 0.1 0.1 0.0
C 0.0 0.0 0.0
C 0.0 0.0 0.0
C 0.0 0.0 0.0
C 0.0 -0.1 0.0
H 0.0 0.1 0.1
H 0.0 0.1 -0.1
H 0.2 -0.1 0.0
H 0.0 0.0 0.0
H 0.0 0.0 0.0
H 0.0 0.0 0.0
H -0.1 0.0 -0.1
H 0.0 0.0 0.0
H 0.0 0.0 0.0
H 0.0 0.0 0.0
H 0.0 0.0 0.0
C 0.0 0.0 -0.1
C -0.1 0.1 -0.1
N 0.0 -0.1 0.0
O 0.2 0.1 0.2
H 0.0 0.0 0.0
H 0.0 0.0 0.0
H 0.0 0.0 0.0
H 0.0 0.0 0.0
H 0.0 0.0 0.0

Results
**E_LUMO**: 0.00355 Eh
**Energy**: -116712.197 eV
**Charge**: 0
**Spin multiplicity**: 1
**ΔE to the lowest compared entry with this formula, charge and spin**: 0.0 kJ/mol